[1]
Formula: C5H16N2P
Source: OMol25
Level of theory: ωB97M-V/def2-TZVPD

Energy in Eh: -650.45965
Energy relative to the best compared isomer or geometry (same formula, charge and spin) in kJ/mol: 552.14
E_HOMO (spin up / spin down) in eV: -11.243 / -12.902
LUMO level (spin up / spin down) in eV: -4.06 / -3.81
Kohn-Sham gap (spin up / spin down) in hartree: 0.2638 / 0.3340

```
! RIJCOSX wB97M-V def2-TZVPD def2/J DEFGRID3
* xyz 1 1
C -2.520 0.029 -0.449
C -1.058 -1.810 0.516
C 1.326 -0.409 -1.329
C 2.155 0.427 0.727
C -0.288 0.403 0.265
N -1.291 -0.473 0.063
N 1.009 -0.259 0.194
P -0.517 2.216 -0.018
H -3.194 -0.644 -0.283
H -2.607 1.023 -0.046
H -2.468 0.127 -1.533
H -2.016 -2.197 0.495
H -0.524 -2.330 -0.103
H -0.797 -1.787 1.642
H 0.664 -1.036 -1.870
H 1.082 0.567 -1.434
H 2.306 -0.616 -1.473
H 2.043 0.496 1.780
H 3.043 -0.153 0.417
H 2.198 1.383 0.320
H -0.390 1.376 2.430
H 0.956 -1.207 0.581
H 0.221 2.276 -1.406
H 0.666 2.596 0.513
*
```

[2]
Formula: C5H16N2S
Source: OMol25
Level of theory: ωB97M-V/def2-TZVPD

Energy in Eh: -707.76943
Energy relative to the best compared isomer or geometry (same formula, charge and spin) in kJ/mol: 39.36
E_HOMO in eV: -7.706
SMILES: CCCN.NCCS
LUMO level in eV: 0.91
Kohn-Sham gap in hartree: 0.3167

```
! RIJCOSX wB97M-V def2-TZVPD def2/J DEFGRID3
* xyz 0 1
C 0.199 -2.734 1.719
C 0.211 -1.511 0.811
C 1.591 -1.276 0.224
N 1.639 -0.094 -0.671
H 0.721 -3.575 1.256
H 0.708 -2.566 2.671
H -0.819 -3.050 1.945
H -0.479 -1.668 -0.019
H -0.094 -0.603 1.339
H 2.318 -1.087 1.027
H 1.934 -2.152 -0.332
H 1.290 0.725 -0.160
H 2.604 0.145 -0.880
N -0.038 2.458 -0.086
C -1.428 1.982 -0.180
C -1.798 1.452 -1.563
S -0.870 0.072 -2.334
H 0.017 3.080 0.716
H 0.224 2.991 -0.909
H -1.587 1.241 0.608
H -2.146 2.784 0.037
H -1.769 2.287 -2.265
H -2.835 1.127 -1.475
H 0.409 -0.030 -1.479
*
```

[3]
Formula: C5H16N3
Source: OMol25
Level of theory: ωB97M-V/def2-TZVPD

Energy in Eh: -364.21187
Energy relative to the best compared isomer or geometry (same formula, charge and spin) in kJ/mol: 200.27
E_HOMO (spin up / spin down) in eV: -2.811 / -9.220
LUMO level (spin up / spin down) in eV: 0.76 / 0.66
Kohn-Sham gap (spin up / spin down) in hartree: 0.1314 / 0.3631

```
! RIJCOSX wB97M-V def2-TZVPD def2/J DEFGRID3
* xyz 0 2
N 0.733 2.998 -1.977
C 0.332 2.382 -0.706
C -0.852 1.471 -1.006
N -1.523 0.948 0.228
H 1.120 2.265 -2.567
H 1.532 3.605 -1.810
H -0.049 3.154 -0.030
H 1.156 1.862 -0.205
H -1.565 2.098 -1.544
H -0.598 0.621 -1.639
H -2.291 0.346 -0.054
H -1.867 1.762 0.729
C 0.480 -3.685 0.057
C 0.298 -2.202 0.250
C 0.181 -1.675 1.471
N 0.222 -0.259 1.748
H 0.547 -4.177 1.026
H -0.378 -4.103 -0.475
H 1.382 -3.918 -0.507
H 0.485 -1.564 -0.607
H 0.123 -2.325 2.332
H -0.628 0.295 1.027
H 0.006 -0.078 2.739
H 1.155 0.178 1.520
*
```

[4]
Formula: C5H16N3
Source: OMol25
Level of theory: ωB97M-V/def2-TZVPD

Energy in Eh: -364.12047
Energy relative to the best compared isomer or geometry (same formula, charge and spin) in kJ/mol: 144.10
E_HOMO in eV: -12.991
LUMO level in eV: -2.82
Kohn-Sham gap in hartree: 0.3736

```
! RIJCOSX wB97M-V def2-TZVPD def2/J DEFGRID3
* xyz 1 1
N 0.745 2.939 -1.958
C 0.291 2.413 -0.679
C -0.844 1.440 -0.956
N -1.416 0.878 0.304
H 1.339 2.267 -2.427
H 1.306 3.769 -1.823
H -0.066 3.248 -0.072
H 1.089 1.919 -0.106
H -1.616 1.964 -1.514
H -0.477 0.614 -1.561
H -2.207 0.280 0.086
H -1.808 1.651 0.839
C 0.273 -3.618 -0.113
C 0.198 -2.164 0.232
C 0.461 -1.716 1.443
N 0.381 -0.297 1.778
H 0.685 -4.201 0.706
H -0.732 -3.994 -0.318
H 0.863 -3.777 -1.012
H -0.109 -1.492 -0.561
H 0.741 -2.389 2.243
H -0.492 0.272 1.063
H 0.118 -0.173 2.751
H 1.278 0.167 1.657
*
```

[5]
Formula: C5H16N3
Source: OMol25
Level of theory: ωB97M-V/def2-TZVPD

Energy in Eh: -364.15256
Energy relative to the best compared isomer or geometry (same formula, charge and spin) in kJ/mol: 59.84
E_HOMO in eV: -14.181
LUMO level in eV: -3.03
Kohn-Sham gap in hartree: 0.4098

```
! RIJCOSX wB97M-V def2-TZVPD def2/J DEFGRID3
* xyz 1 1
C 2.059 -1.240 -0.813
C -0.359 -1.428 -1.360
N 0.657 -1.604 -0.537
N -0.195 -0.961 -2.593
N -1.610 -1.683 -0.926
H 0.444 -1.932 0.390
H 0.722 -0.835 -2.950
H -0.935 -0.457 -3.054
H -1.699 -2.099 -0.025
H -2.292 -2.059 -1.571
H 2.195 -0.164 -0.731
H 2.309 -1.469 -1.839
H 2.644 -1.893 -0.175
C -0.390 1.040 1.634
C 0.945 1.791 1.627
C -1.556 1.921 1.211
H -0.696 0.610 2.597
H -0.444 0.124 1.031
H 0.779 2.748 1.147
H 1.327 1.891 2.639
H -1.709 2.732 1.917
H -2.509 1.429 1.116
H 1.699 1.239 1.064
H -1.385 2.299 0.200
*
```

[6]
Formula: C5H16N3
Source: OMol25
Level of theory: ωB97M-V/def2-TZVPD

Energy in Eh: -363.97903
Energy relative to the best compared isomer or geometry (same formula, charge and spin) in kJ/mol: 515.45
E_HOMO in eV: -13.160
LUMO level in eV: -7.06
Kohn-Sham gap in hartree: 0.2241

```
! RIJCOSX wB97M-V def2-TZVPD def2/J DEFGRID3
* xyz 1 1
N 0.021 -2.691 2.450
C -0.393 -0.427 -0.098
C 0.273 0.494 0.767
C -0.711 1.327 1.651
N -0.050 2.472 2.205
C 0.085 -0.823 -1.440
N 0.631 0.443 -2.089
C 0.582 0.236 -3.525
H -0.495 -3.549 2.636
H -0.492 -2.204 1.727
H 0.893 -3.085 2.107
H -1.480 -0.515 -0.066
H 0.899 -0.036 1.507
H 0.904 1.233 0.254
H -1.575 1.602 1.037
H -1.096 0.737 2.483
H -0.144 2.456 3.204
H -0.104 3.348 1.719
H -0.729 -1.227 -2.035
H 0.882 -1.570 -1.316
H 0.267 1.153 -1.481
H 1.200 0.998 -4.004
H 1.043 -0.723 -3.724
H -0.412 0.350 -3.967
*
```

[7]
Formula: C5H16N3
Source: OMol25
Level of theory: ωB97M-V/def2-TZVPD

Energy in Eh: -363.60391
Energy relative to the best compared isomer or geometry (same formula, charge and spin) in kJ/mol: 256.55
E_HOMO (spin up / spin down) in eV: -16.564 / -16.533
LUMO level (spin up / spin down) in eV: -8.46 / -14.40
Kohn-Sham gap (spin up / spin down) in hartree: 0.2979 / 0.0783

```
! RIJCOSX wB97M-V def2-TZVPD def2/J DEFGRID3
* xyz 2 2
C -0.372 -0.116 0.624
C -0.238 0.258 -0.866
C -2.630 -0.388 1.681
N -1.663 0.341 1.116
N -2.610 -1.708 1.674
N -3.583 0.287 2.351
H -0.159 -1.175 0.744
H 0.424 0.394 1.183
H -1.221 0.345 -1.325
H 0.135 -0.598 -1.454
H -1.749 1.347 1.128
H -1.791 -2.131 1.269
H -3.422 -2.300 1.715
H -3.648 1.280 2.156
H -4.484 -0.165 2.454
H 0.492 0.976 -1.257
C 3.486 -0.290 -1.698
C 3.127 1.144 -1.675
H 2.625 -0.948 -1.381
H 3.784 -0.579 -2.709
H 4.224 -0.559 -0.904
H 4.092 1.739 -1.660
H 2.730 1.437 -0.678
H 2.451 1.408 -2.486
*
```

[8]
Formula: C5H16N3O3
Source: OMol25
Level of theory: ωB97M-V/def2-TZVPD

Energy in Eh: -589.88548
Energy relative to the best compared isomer or geometry (same formula, charge and spin) in kJ/mol: 78.13
E_HOMO in eV: -12.237
LUMO level in eV: -2.49
Kohn-Sham gap in hartree: 0.3582

```
! RIJCOSX wB97M-V def2-TZVPD def2/J DEFGRID3
* xyz 1 1
C 0.604 1.144 1.352
C 0.620 0.588 -0.127
C 0.786 -0.860 -0.052
C 1.868 -1.663 0.086
N 1.384 -2.955 0.248
C 0.060 -2.937 0.217
N -0.317 -1.687 0.030
N -0.724 0.975 1.935
H 0.895 2.184 1.463
H 1.321 0.530 1.907
H 1.350 1.217 -0.645
H -0.293 1.008 -0.556
H 2.921 -1.534 0.266
H 1.843 -3.860 0.221
H -0.538 -3.831 0.285
H -1.291 -1.395 0.016
H -0.931 0.083 2.345
H -1.105 1.800 2.375
H -3.461 -0.238 -1.103
H -2.707 0.472 0.028
O -2.966 -0.404 -0.295
H 1.679 3.845 -1.326
H 1.718 3.533 0.178
O 2.088 3.270 -0.670
H -2.080 2.875 -2.416
H -1.866 1.395 -2.852
O -2.099 1.964 -2.112
*
```

What did the sixth record say?
Formula: C5H16N3
Source: OMol25
Level of theory: ωB97M-V/def2-TZVPD

Energy in Eh: -363.97903
Energy relative to the best compared isomer or geometry (same formula, charge and spin) in kJ/mol: 515.45
E_HOMO in eV: -13.160
LUMO level in eV: -7.06
Kohn-Sham gap in hartree: 0.2241

```
! RIJCOSX wB97M-V def2-TZVPD def2/J DEFGRID3
* xyz 1 1
N 0.021 -2.691 2.450
C -0.393 -0.427 -0.098
C 0.273 0.494 0.767
C -0.711 1.327 1.651
N -0.050 2.472 2.205
C 0.085 -0.823 -1.440
N 0.631 0.443 -2.089
C 0.582 0.236 -3.525
H -0.495 -3.549 2.636
H -0.492 -2.204 1.727
H 0.893 -3.085 2.107
H -1.480 -0.515 -0.066
H 0.899 -0.036 1.507
H 0.904 1.233 0.254
H -1.575 1.602 1.037
H -1.096 0.737 2.483
H -0.144 2.456 3.204
H -0.104 3.348 1.719
H -0.729 -1.227 -2.035
H 0.882 -1.570 -1.316
H 0.267 1.153 -1.481
H 1.200 0.998 -4.004
H 1.043 -0.723 -3.724
H -0.412 0.350 -3.967
*
```

Question: Number 4 is which compound?
Answer: C5H16N3

Repeat the eighth record exactly.
Formula: C5H16N3O3
Source: OMol25
Level of theory: ωB97M-V/def2-TZVPD

Energy in Eh: -589.88548
Energy relative to the best compared isomer or geometry (same formula, charge and spin) in kJ/mol: 78.13
E_HOMO in eV: -12.237
LUMO level in eV: -2.49
Kohn-Sham gap in hartree: 0.3582

```
! RIJCOSX wB97M-V def2-TZVPD def2/J DEFGRID3
* xyz 1 1
C 0.604 1.144 1.352
C 0.620 0.588 -0.127
C 0.786 -0.860 -0.052
C 1.868 -1.663 0.086
N 1.384 -2.955 0.248
C 0.060 -2.937 0.217
N -0.317 -1.687 0.030
N -0.724 0.975 1.935
H 0.895 2.184 1.463
H 1.321 0.530 1.907
H 1.350 1.217 -0.645
H -0.293 1.008 -0.556
H 2.921 -1.534 0.266
H 1.843 -3.860 0.221
H -0.538 -3.831 0.285
H -1.291 -1.395 0.016
H -0.931 0.083 2.345
H -1.105 1.800 2.375
H -3.461 -0.238 -1.103
H -2.707 0.472 0.028
O -2.966 -0.404 -0.295
H 1.679 3.845 -1.326
H 1.718 3.533 0.178
O 2.088 3.270 -0.670
H -2.080 2.875 -2.416
H -1.866 1.395 -2.852
O -2.099 1.964 -2.112
*
```